{
  "formula": "C3H6N2O2S",
  "method": "ωB97M-V/def2-TZVPD",
  "species": ["C", "N", "S", "C", "O", "N", "C", "O", "H", "H", "H", "H", "H", "H"],
  "xyz": [[2.77296, 0.04816, 0.47481], [2.36243, -0.24878, -0.81886], [0.65856, 0.05326, -1.14348], [-0.12637, -0.17217, 0.43860], [0.20254, -0.29126, 1.58751], [-1.47589, -0.24921, 0.18331], [-2.49780, 0.17048, 1.20358], [-1.83803, 0.47792, -0.98547], [2.22175, 0.35427, 1.53490], [3.85140, 0.08915, 0.51721], [-3.57508, -0.05613, 0.67179], [-2.35557, 1.32429, 1.73304], [-2.31319, -0.63353, 2.15295], [-2.38085, -0.21630, -1.38358]],
  "smiles": "C=NSC(=O)N(C)O",
  "orbital_gap_ev": 9.61
}

---

{
  "formula": "C3H6N2O2S",
  "method": "ωB97M-V/def2-TZVPD",
  "species": ["C", "C", "C", "N", "N", "O", "O", "S", "H", "H", "H", "H", "H", "H"],
  "xyz": [[-1.31675, -0.27977, -1.03448], [-0.16372, 0.67444, -1.02479], [-1.45260, -0.57392, 0.47248], [-0.02989, 1.33131, 0.25383], [2.25703, -1.08838, 1.51736], [1.70012, 0.10819, 1.62336], [3.46894, -1.13432, 1.50577], [-0.42143, 0.12100, 1.47181], [-2.20943, 0.07572, -1.48902], [-1.02104, -1.15939, -1.55534], [0.80645, 0.18415, -1.50083], [-0.52192, 1.50388, -1.68946], [-1.97382, -1.36370, 0.93140], [0.87804, 1.60079, 0.51792]],
  "orbital_gap_ev": 8.12
}